No. 1
DFT (the ωB97M-V functional and the def2-TZVPD basis) results for one molecule with the formula C4H11NO in a non-equilibrium geometry.

Last columns: bonded neighbours and bond lengths (Å).
CARTESIAN COORDINATES (ANGSTROEM)
1 C -0.344 -1.348 0.830  C2 1.537, H7 1.089, H8 1.088, H9 1.090
2 C -0.406 0.163 0.552  C1 1.537, C3 1.514, N6 1.478, H10 1.094
3 C 0.465 0.561 -0.621  C2 1.514, C4 1.541, O5 1.398, H11 1.104
4 C -0.123 0.066 -1.956  C3 1.541, H12 1.083, H13 1.087, H14 1.085
5 O 1.788 0.119 -0.524  C3 1.398, H15 0.970
6 N 0.047 0.931 1.731  C2 1.478, H16 1.018, H17 1.010
7 H -1.093 -1.832 0.206  C1 1.089
8 H -0.532 -1.563 1.880  C1 1.088
9 H 0.633 -1.771 0.598  C1 1.090
10 H -1.478 0.280 0.368  C2 1.094
11 H 0.436 1.661 -0.712  C3 1.104
12 H -0.964 0.684 -2.246  C4 1.083
13 H -0.462 -0.958 -1.822  C4 1.087
14 H 0.608 0.217 -2.743  C4 1.085
15 H 2.042 0.199 0.408  O5 0.970
16 H -0.143 1.902 1.490  N6 1.018
17 H -0.474 0.691 2.562  N6 1.010

E_LUMO   1.0 eV
SMILES   C[C@H](O)[C@@H](C)N
HOMO level   -9.694 eV
Energy above the lowest of the compared OMol25 structures with the same formula, charge and spin   0.7194 eV
E   -288.99058 Eh
Molecular weight   89.14 g mol⁻¹

No. 2
DFT (the ωB97M-V functional and the def2-TZVPD basis) results for a 6-piece molecular cluster, C30H56N9Si overall in a non-equilibrium geometry.

Last columns: bonded neighbours and bond lengths (Å).
CARTESIAN COORDINATES (ANGSTROEM)
1 C -3.708 -0.646 1.272  C2 1.228, H16 1.126
2 C -4.290 -0.480 0.203  C1 1.228, C3 1.581
3 C -4.895 -0.556 -1.255  C2 1.581, C4 1.596, H17 1.131, H18 1.129
4 C -3.694 -0.853 -2.263  C3 1.596, C5 1.598, C7 1.579, N15 1.492
5 C -2.858 -2.110 -1.739  C4 1.598, N6 1.486, H19 1.143, H20 1.148
6 N -1.603 -1.771 -1.017  C5 1.486, H21 1.035, H22 1.028
7 C -2.983 0.545 -2.442  C4 1.579, N8 1.537, H23 1.135, H24 1.139
8 N -2.605 0.667 -3.927  C7 1.537, C9 1.427, H25 1.026
9 C -2.782 -0.675 -4.378  N8 1.427, N10 1.321, N15 1.463
10 N -2.109 -1.401 -5.252  C9 1.321, Si11 1.813, H26 1.032
11 Si -0.665 -0.731 -6.119  N10 1.813, C12 1.909, C13 1.918, C14 1.932
12 C -0.498 -1.695 -7.759  Si11 1.909, H27 1.127, H28 1.135, H29 1.138
13 C -0.805 1.137 -6.531  Si11 1.918, H30 1.141, H31 1.129, H32 1.136
14 C 0.898 -1.113 -5.048  Si11 1.932, H33 1.141, H34 1.140, H35 1.139
15 N -3.980 -1.161 -3.694  C4 1.492, C9 1.463, H36 1.025
16 H -2.943 -0.913 2.054  C1 1.126
17 H -5.300 0.479 -1.464  C3 1.131
18 H -5.760 -1.278 -1.325  C3 1.129
19 H -3.483 -2.740 -1.019  C5 1.143
20 H -2.568 -2.830 -2.584  C5 1.148
21 H -0.903 -1.603 -1.761  N6 1.035
22 H -1.225 -2.580 -0.507  N6 1.028
23 H -3.543 1.495 -2.172  C7 1.135
24 H -1.964 0.569 -1.932  C7 1.139
25 H -1.648 1.021 -3.822  N8 1.026
26 H -2.378 -2.368 -5.489  N10 1.032
27 H 0.059 -2.663 -7.602  C12 1.127
28 H 0.047 -1.011 -8.482  C12 1.135
29 H -1.548 -1.836 -8.176  C12 1.138
30 H -1.801 1.383 -7.032  C13 1.141
31 H -0.638 1.796 -5.630  C13 1.129
32 H 0.020 1.362 -7.279  C13 1.136
33 H 0.616 -1.540 -4.028  C14 1.141
34 H 1.542 -1.858 -5.623  C14 1.140
35 H 1.511 -0.161 -4.928  C14 1.139
36 H -4.145 -2.155 -3.878  N15 1.025
37 C -6.142 3.537 4.070  C38 1.525, H42 1.093, H43 1.092, H44 1.094
38 C -5.359 4.097 2.887  C37 1.525, C39 1.531, H45 1.094, H46 1.093
39 C -4.586 3.019 2.122  C38 1.531, C40 1.492, H47 1.093, H48 1.093
40 C -3.598 2.361 3.026  C39 1.492, N41 1.166
41 N -2.829 1.844 3.733  C40 1.166
42 H -5.481 3.090 4.816  C37 1.093
43 H -6.700 4.333 4.567  C37 1.092
44 H -6.857 2.776 3.743  C37 1.094
45 H -4.666 4.861 3.250  C38 1.094
46 H -6.053 4.591 2.202  C38 1.093
47 H -4.054 3.467 1.279  C39 1.093
48 H -5.269 2.262 1.728  C39 1.093
49 C -0.280 3.317 2.216  C50 1.524, H54 1.091, H55 1.092, H56 1.093
50 C 0.372 4.218 1.174  C49 1.524, C51 1.530, H57 1.095, H58 1.093
51 C 0.229 5.704 1.507  C50 1.530, C52 1.494, H59 1.092, H60 1.093
52 C -1.218 6.071 1.565  C51 1.494, N53 1.158
53 N -2.341 6.350 1.609  C52 1.158
54 H -1.356 3.486 2.279  C49 1.091
55 H -0.132 2.266 1.956  C49 1.092
56 H 0.150 3.487 3.205  C49 1.093
57 H -0.074 4.013 0.196  C50 1.095
58 H 1.434 3.968 1.102  C50 1.093
59 H 0.721 6.311 0.744  C51 1.092
60 H 0.694 5.928 2.470  C51 1.093
61 C 3.515 -4.000 -1.173  C62 1.524, H66 1.094, H67 1.088, H68 1.094
62 C 4.139 -3.093 -2.228  C61 1.524, C63 1.532, H69 1.094, H70 1.093
63 C 4.002 -1.605 -1.893  C62 1.532, C64 1.493, H71 1.092, H72 1.093
64 C 2.559 -1.235 -1.801  C63 1.493, N65 1.157
65 N 1.440 -0.950 -1.729  C64 1.157
66 H 2.437 -3.835 -1.087  C61 1.094
67 H 3.662 -5.045 -1.439  C61 1.088
68 H 3.969 -3.831 -0.192  C61 1.094
69 H 3.671 -3.300 -3.195  C62 1.094
70 H 5.200 -3.340 -2.325  C62 1.093
71 H 4.475 -0.999 -2.670  C63 1.092
72 H 4.491 -1.378 -0.943  C63 1.093
73 C 5.605 -7.184 2.470  C74 1.525, H78 1.093, H79 1.092, H80 1.094
74 C 6.943 -6.809 1.841  C73 1.525, C75 1.531, H81 1.094, H82 1.093
75 C 6.814 -5.720 0.772  C74 1.531, C76 1.493, H83 1.092, H84 1.093
76 C 5.930 -6.194 -0.335  C75 1.493, N77 1.157
77 N 5.245 -6.563 -1.191  C76 1.157
78 H 4.916 -7.602 1.731  C73 1.093
79 H 5.748 -7.940 3.244  C73 1.092
80 H 5.130 -6.313 2.929  C73 1.094
81 H 7.393 -7.705 1.404  C74 1.094
82 H 7.619 -6.460 2.625  C74 1.093
83 H 7.797 -5.478 0.362  C75 1.092
84 H 6.392 -4.809 1.202  C75 1.093
85 C 2.055 2.515 6.962  C86 1.525, H90 1.093, H91 1.092, H92 1.094
86 C 1.295 3.769 7.379  C85 1.525, C87 1.531, H93 1.094, H94 1.093
87 C 0.559 4.434 6.213  C86 1.531, C88 1.493, H95 1.092, H96 1.093
88 C 1.536 4.846 5.161  C87 1.493, N89 1.158
89 N 2.294 5.165 4.346  C88 1.158
90 H 2.839 2.742 6.235  C85 1.093
91 H 2.540 2.059 7.828  C85 1.092
92 H 1.380 1.775 6.522  C85 1.094
93 H 1.998 4.478 7.826  C86 1.094
94 H 0.570 3.505 8.153  C86 1.093
95 H 0.021 5.318 6.563  C87 1.092
96 H -0.168 3.746 5.775  C87 1.093

E_LUMO   -2.8 eV
Net charge   +1
HOMO level   -12.000 eV
E   -1958.67658 Eh
Molecular weight   570.93 g mol⁻¹

No. 3
DFT (the ωB97M-V functional and the def2-TZVPD basis) results for one molecule with the formula C6H10ClF in a non-equilibrium geometry.

Last columns: bonded neighbours and bond lengths (Å).
CARTESIAN COORDINATES (ANGSTROEM)
1 C -1.114 1.854 -0.797  C2 1.546, H7 1.135, H8 1.037, H9 1.037
2 C -0.521 1.181 0.463  C1 1.546, C3 1.543, H10 1.089, H11 1.086
3 C 0.556 0.218 -0.078  C2 1.543, C4 1.583, C6 1.550, H12 1.084
4 C -0.079 -1.032 -0.812  C3 1.583, C5 1.536, H13 1.103, H14 1.078
5 C 0.288 -1.867 0.423  C4 1.536, C6 1.500, H15 1.035, H16 1.087
6 C 1.153 -0.765 0.961  C3 1.550, C5 1.500, F17 1.329, Cl18 1.807
7 H -1.980 1.193 -1.115  C1 1.135
8 H -1.431 2.838 -0.726  C1 1.037
9 H -0.449 1.776 -1.589  C1 1.037
10 H -0.057 1.833 1.202  C2 1.089
11 H -1.266 0.561 0.951  C2 1.086
12 H 1.330 0.759 -0.608  C3 1.084
13 H -1.135 -0.895 -1.102  C4 1.103
14 H 0.614 -1.342 -1.577  C4 1.078
15 H 0.727 -2.798 0.321  C5 1.035
16 H -0.514 -2.006 1.144  C5 1.087
17 F 0.953 -0.495 2.247  C6 1.329
18 Cl 2.923 -1.013 0.693  C6 1.807

E_LUMO   1.0 eV
SMILES   CC[C@@H]1CC[C@@]1(F)Cl
HOMO level   -10.491 eV
Energy above the lowest of the compared OMol25 structures with the same formula, charge and spin   0.5447 eV
E   -794.64218 Eh
Molecular weight   136.60 g mol⁻¹

No. 4
DFT (the ωB97M-V functional and the def2-TZVPD basis) results for one molecule with the formula C9H7ClOS in a non-equilibrium geometry.

Last columns: bonded neighbours and bond lengths (Å).
CARTESIAN COORDINATES (ANGSTROEM)
1 C 3.061 -0.170 -0.259  C2 1.357, C3 1.375, H13 1.098
2 C 2.442 0.917 -0.784  C1 1.357, C4 1.349, H14 1.043
3 C 2.399 -1.060 0.553  C1 1.375, C5 1.397, H15 1.057
4 C 1.112 1.089 -0.633  C2 1.349, C6 1.380, H16 1.073
5 C 1.034 -0.838 0.756  C3 1.397, C6 1.412, H17 1.094
6 C 0.359 0.252 0.164  C4 1.380, C5 1.412, C7 1.427
7 C -1.052 0.397 0.313  C6 1.427, C8 1.503, S11 1.687
8 C -2.118 -0.533 -0.195  C7 1.503, C9 1.442, Cl12 1.702
9 C -3.469 -0.060 -0.018  C8 1.442, O10 1.399, H18 1.099, H19 1.162
10 O -3.357 1.119 0.726  C9 1.399, S11 1.610
11 S -1.900 1.805 0.695  C7 1.687, O10 1.610
12 Cl -1.634 -2.041 -0.817  C8 1.702
13 H 4.146 -0.025 -0.178  C1 1.098
14 H 2.975 1.511 -1.456  C2 1.043
15 H 2.762 -1.862 1.138  C3 1.057
16 H 0.577 1.985 -0.884  C4 1.073
17 H 0.652 -1.674 1.349  C5 1.094
18 H -3.875 0.018 -1.036  C9 1.099
19 H -4.116 -0.829 0.565  C9 1.162

E_LUMO   0.4 eV
SMILES   ClC1=C(c2ccccc2)SOC1
HOMO level   -7.422 eV
E   -1280.66331 Eh
Molecular weight   198.67 g mol⁻¹